The following is a DFT calculation (wB97M-V/def2-TZVPD) of a 5-piece molecular cluster, C46H59BrN7O2P overall in a non-equilibrium geometry.

Element x y z (Å)
C 1.78649 -0.85060 3.98514
C 1.80325 -0.07174 2.78822
C 1.81326 0.71374 1.31380
C 3.27712 1.22266 0.71081
P 4.80165 0.89525 1.82757
C 6.11593 2.32402 1.65007
C 5.73850 -0.71986 1.28828
C 5.87739 -0.89375 -0.33134
C 3.29591 1.98032 -0.73967
C 4.67773 2.55009 -1.40053
C 5.67957 1.75971 -2.43644
C 7.04834 2.34957 -3.09428
N 7.47548 3.74782 -2.79931
C 6.58287 4.52397 -1.89294
C 5.21595 4.10923 -1.11030
C 1.89902 2.23089 -1.55775
C 1.87684 2.98128 -3.01927
C 1.92782 1.77341 -4.15521
C 0.79915 2.08039 -5.33290
O 1.85026 0.41713 -3.59129
C 1.91722 -0.59460 -4.65755
C 2.32140 -2.10407 -4.16395
C 1.82545 -3.37302 -5.12226
C 2.16554 -4.93375 -4.71688
C 3.01764 -5.30072 -3.36461
C 3.51399 -4.07501 -2.39284
C 3.16056 -2.50801 -2.81564
C 0.44926 1.72647 -0.91324
N -0.78379 2.04568 -1.70761
C -2.06008 1.60687 -1.04554
C -3.46580 1.99444 -1.85932
C -4.31364 0.68940 -2.36960
O -3.50112 -0.47844 -2.74577
C -2.04938 0.82829 0.38319
Br -3.87236 0.32620 1.14825
N -0.86474 0.46224 1.23256
C 0.36204 0.95983 0.51882
H 1.63410 -1.42170 5.02230
H 5.45305 3.31528 1.58760
H 6.79147 2.43380 2.59868
H 6.69252 2.19838 0.63960
H 6.82949 -0.59658 1.72981
H 5.25472 -1.63087 1.84614
H 4.94631 -0.49702 -0.91779
H 6.19116 -2.00155 -0.61669
H 6.79254 -0.20427 -0.66743
H 5.37883 0.64919 -2.75003
H 7.74146 1.70719 -3.82419
H 6.92870 5.65344 -1.70329
H 4.62138 4.85096 -0.38939
H 2.79068 3.70892 -3.13763
H 0.88594 3.60388 -3.14268
H 2.97978 1.85362 -4.70835
H -0.22324 1.57929 -4.99910
H 1.10685 1.53346 -6.33778
H 0.66012 3.22235 -5.55674
H 2.71404 -0.23882 -5.47219
H 0.89492 -0.70467 -5.26284
H 1.23123 -3.21412 -6.13722
H 1.79964 -5.81926 -5.39195
H 3.25641 -6.40369 -3.03698
H 4.11657 -4.34141 -1.41570
H 3.53953 -1.65526 -2.11060
H -4.14198 2.57963 -1.09994
H -3.19403 2.76348 -2.73213
H -4.97223 1.05069 -3.29719
H -5.10764 0.45000 -1.51679
H -3.93626 -1.24984 -2.23570
C -0.96023 2.64718 4.12790
C 0.39683 3.21926 4.52527
C 0.46820 3.61019 6.00281
C -0.57171 4.67748 6.30231
N -1.43451 5.56292 6.55087
H -1.76207 3.38092 4.25807
H -0.95554 2.35579 3.07283
H -1.20276 1.76112 4.72564
H 0.61027 4.09371 3.89839
H 1.17209 2.47451 4.31411
H 1.46319 4.00106 6.24017
H 0.28462 2.73879 6.64063
C -3.76762 -5.63980 -0.37845
C -3.99220 -4.72670 0.82263
C -5.23894 -3.85135 0.67972
C -5.10129 -2.95731 -0.54174
N -4.98718 -2.21558 -1.55516
H -3.59869 -5.06693 -1.29581
H -2.88390 -6.26588 -0.21980
H -4.62889 -6.29887 -0.53674
H -3.10660 -4.09359 0.95717
H -4.08822 -5.34213 1.72390
H -5.36319 -3.22655 1.57040
H -6.13490 -4.47240 0.57290
C -0.06857 -3.38864 6.58059
C 0.76740 -4.48076 5.92086
C 0.03258 -5.18367 4.77763
C -1.22873 -5.84544 5.30809
N -2.27524 -6.39444 5.74812
H -0.97314 -3.79592 7.04334
H 0.50610 -2.89552 7.37098
H -0.36699 -2.62787 5.85025
H 1.05766 -5.21420 6.68310
H 1.69070 -4.03629 5.53330
H 0.67770 -5.94669 4.32957
H -0.23826 -4.46609 3.99560
C -7.94688 2.62499 0.11716
C -8.84570 3.45836 -0.79080
C -9.12895 2.77998 -2.13266
C -7.82451 2.55502 -2.87970
N -6.74230 2.36829 -3.49952
H -6.95855 2.46770 -0.32639
H -7.79550 3.13501 1.07376
H -8.39419 1.64516 0.31981
H -8.37274 4.43358 -0.95951
H -9.79490 3.64526 -0.27668
H -9.78721 3.40978 -2.74027
H -9.62734 1.81671 -1.97916

Values from the calculation:
**Molecular weight**: 852.9 u
**Spin multiplicity**: 1
**E_HOMO**: -7.91 eV
**LUMO energy**: -1.54 eV
**Energy**: -142479.1243 eV
**SMILES**: C#Cc1c(P(C)CC)c(-c2ccncc2)c(C[C@H](C)OCc2ccccc2)c2nc(CCO)c(Br)nc12.CCCC#N.CCCC#N.CCCC#N.CCCC#N